# 1
Formula: C21H15BrN6NiS3
Source: the OMol25 dataset
Level of theory: the ωB97M-V functional and the def2-TZVPD basis

The energy relative to the best compared isomer or geometry (same formula, charge and spin) comes out at 22.9 kJ/mol. The HOMO-LUMO gap (spin up / spin down) is 0.2642 / 0.2632 hartree.

CARTESIAN COORDINATES (ANGSTROEM)
Ni  -0.4561  0.4948  0.3009
C  1.6882  3.6604  -3.5916
C  1.8578  3.1271  -2.1969
C  3.0430  3.2671  -1.4841
C  3.1467  2.7630  -0.2015
C  2.0546  2.1001  0.3313
Br  2.1249  1.4638  2.1028
N  0.9233  1.9223  -0.3405
C  0.8287  2.4472  -1.5678
H  2.4824  4.3616  -3.8412
H  0.7326  4.1726  -3.7037
H  1.7169  2.8489  -4.3208
H  3.8846  3.7842  -1.9285
H  4.0469  2.8770  0.3831
H  -0.1284  2.3130  -2.0562
S  -1.2113  -1.0921  1.6962
C  0.0586  -2.0818  1.0608
S  0.9533  -1.2132  -0.1326
C  0.3111  -3.3683  1.4570
C  -0.4982  -3.9941  2.4496
N  -1.1576  -4.4999  3.2469
C  1.3817  -4.1101  0.8786
N  2.2426  -4.7106  0.4047
S  -3.9482  -1.7771  -5.0263
C  -3.1191  -1.0357  -3.6630
C  -3.6719  -0.8385  -2.4042
C  -2.8914  -0.2523  -1.4232
N  -1.6332  0.1416  -1.6136
C  -1.1064  -0.0645  -2.8224
C  -1.8003  -0.6329  -3.8693
C  -5.5210  -2.2046  -4.3115
C  -5.6846  -3.4130  -3.6505
C  -6.9348  -3.7054  -3.1232
N  -7.9829  -2.8920  -3.2261
C  -7.8122  -1.7422  -3.8701
C  -6.6038  -1.3484  -4.4305
H  -4.6825  -1.1413  -2.1718
H  -3.2913  -0.1145  -0.4258
H  -0.0637  0.2036  -2.9472
H  -1.3163  -0.7850  -4.8250
H  -4.8602  -4.1048  -3.5448
H  -7.1004  -4.6369  -2.5947
H  -8.6834  -1.1011  -3.9429
H  -6.5103  -0.4020  -4.9449
N  -2.1987  2.6109  1.6374
C  -1.5477  1.8104  1.1162
H  -2.7464  3.2620  2.1581


# 2
Formula: C21H15Cl2N6O4PdS2Se
Source: the OMol25 dataset
Level of theory: the ωB97M-V functional and the def2-TZVPD basis

The energy relative to the best compared isomer or geometry (same formula, charge and spin) comes out at 0.0 kJ/mol. Its total charge is -1. The HOMO-LUMO gap is 0.2246 hartree.

CARTESIAN COORDINATES (ANGSTROEM)
Pd  -0.8186  -0.4431  -2.8027
Cl  -1.2652  -1.8300  5.7089
C  -1.4770  -1.4213  4.0187
C  -0.5334  -1.8504  3.1038
C  -0.6717  -1.4816  1.7737
C  -1.7640  -0.7293  1.3634
C  -2.7182  -0.3399  2.2956
C  -2.5737  -0.6652  3.6358
C  -1.9472  -0.3663  -0.0968
O  -3.0628  -0.0401  -0.5009
O  -0.8607  -0.4419  -0.7679
H  0.3071  -2.4491  3.4267
H  0.0737  -1.7699  1.0435
H  -3.5730  0.2253  1.9479
H  -3.2985  -0.3482  4.3733
Se  1.4186  3.6439  -2.3917
N  -0.0600  4.6416  -2.3772
C  -1.0684  3.8058  -2.5467
C  -2.4574  4.1400  -2.5889
C  -3.3433  3.1299  -2.7568
C  -2.9004  1.7702  -2.8737
N  -1.6530  1.4258  -2.8590
C  -0.7090  2.4227  -2.6970
N  0.5670  2.1335  -2.6552
H  -2.7685  5.1708  -2.4842
H  -4.4067  3.3207  -2.7917
H  -3.6203  0.9678  -2.9545
N  1.5353  0.3049  4.4551
C  1.9305  0.2070  3.1178
C  1.3289  1.0220  2.1542
C  1.7145  0.9445  0.8335
C  2.7243  0.0692  0.4463
C  3.3263  -0.7435  1.3903
C  2.9296  -0.6767  2.7207
S  3.2132  0.0079  -1.2572
O  3.4270  1.3831  -1.6534
O  4.3381  -0.9040  -1.3273
N  1.9337  -0.5070  -2.0138
C  1.5713  -1.7681  -2.1416
S  2.4891  -3.2233  -1.8037
C  1.1432  -4.1956  -2.3189
C  0.1203  -3.4120  -2.7084
N  0.3508  -2.0670  -2.5991
H  0.5562  0.5203  4.5728
H  1.7857  -0.4958  5.0153
H  0.5365  1.6998  2.4518
H  1.2220  1.5473  0.0818
H  4.1093  -1.4219  1.0779
H  3.3985  -1.3197  3.4583
H  1.1899  -5.2709  -2.3180
H  -0.8326  -3.7444  -3.0891
Cl  -0.8571  -0.5779  -5.0917


# 3
Formula: C21H15Cl2O4PPrSc
Source: the OMol25 dataset
Level of theory: the ωB97M-V functional and the def2-TZVPD basis

Its total charge is +4. The HOMO-LUMO gap (spin up / spin down) is 0.0772 / 0.0772 hartree. As for the multiplicity: 3.

CARTESIAN COORDINATES (ANGSTROEM)
Sc  -1.6111  -0.4736  -3.3249
Pr  0.3634  -0.2252  0.1525
Cl  -1.2914  -2.0037  -1.3940
Cl  -0.9366  1.4095  -1.7588
C  1.2067  2.0170  0.8988
C  -0.2956  -1.9199  -4.2341
C  -0.2366  0.6181  -4.6157
O  1.6261  3.0314  1.2666
O  0.5391  -2.6885  -4.4734
O  0.6458  1.1911  -5.1160
O  -0.3177  -1.4328  1.8992
P  -0.1944  -0.8273  3.3297
C  1.4636  -0.1726  3.4954
C  1.7977  0.6744  4.5716
C  3.0961  1.1757  4.6743
C  4.0448  0.8781  3.6894
C  3.7044  0.0688  2.6084
C  2.4358  -0.5118  2.5364
C  -1.4722  0.4275  3.4608
C  -1.6461  1.1460  4.6609
C  -2.6371  2.1283  4.7478
C  -3.4421  2.4129  3.6382
C  -3.2542  1.7181  2.4401
C  -2.2962  0.7044  2.3583
C  -0.4493  -2.0966  4.5449
C  -1.6991  -2.7401  4.5839
C  -1.9243  -3.7717  5.4963
C  -0.9199  -4.1476  6.4001
C  0.3188  -3.4944  6.3782
C  0.5562  -2.4657  5.4593
H  1.0494  0.9241  5.3283
H  3.3636  1.7944  5.5313
H  5.0553  1.2764  3.7744
H  4.4129  -0.1317  1.8040
H  2.2343  -1.3002  1.7818
H  -1.0217  0.9238  5.5283
H  -2.7765  2.6699  5.6844
H  -4.2238  3.1697  3.7111
H  -3.8590  1.9481  1.5621
H  -2.2351  0.0881  1.4449
H  -2.4912  -2.4186  3.9052
H  -2.8889  -4.2813  5.5048
H  -1.0986  -4.9629  7.1065
H  1.1042  -3.7861  7.0812
H  1.5142  -1.9428  5.4673


# 4
Formula: C21H15F3N2O4S2
Source: the OMol25 dataset
Level of theory: the ωB97M-V functional and the def2-TZVPD basis

The energy relative to the best compared isomer or geometry (same formula, charge and spin) comes out at 53.7 kJ/mol. The HOMO-LUMO gap is 0.3095 hartree. Its SMILES is C[C@](O)(CSc1ccc(N=C=S)cc1)C(=O)Nc1ccc2c(C(F)(F)F)cc(=O)oc2c1.

CARTESIAN COORDINATES (ANGSTROEM)
O  2.3159  2.5112  -5.6740
O  -1.9875  -0.5479  -1.3397
F  5.9128  -1.2017  -3.5686
F  5.9601  0.4738  -2.0281
F  6.4529  0.8828  -4.1267
S  -5.3413  4.2826  7.4153
C  -4.5041  3.0938  6.7060
N  -3.8522  2.2721  6.1864
O  1.4706  0.8445  -4.3910
O  -1.9550  -3.5785  0.6283
S  -3.8548  -2.4714  2.6240
C  2.4719  1.5360  -4.9508
C  -1.6341  -1.6084  -0.8480
C  3.8394  1.1927  -4.6582
C  4.1728  0.2966  -3.6594
C  -5.0460  0.6689  4.8584
C  -2.7067  0.3426  5.3164
C  -5.0623  -0.4539  4.0001
C  -2.7262  -0.8815  4.5890
C  3.1680  -1.1503  -1.7997
C  2.0172  -1.7458  -1.1938
C  0.6279  -0.6445  -2.7899
C  -3.8847  1.1093  5.4562
C  1.7530  -0.0208  -3.3944
C  -3.8821  -1.2273  3.8847
C  3.0535  -0.3357  -2.9348
C  0.7273  -1.5044  -1.6911
N  -0.3652  -2.1539  -1.1048
C  5.6706  0.1100  -3.3370
C  -3.8818  -2.8417  -0.6057
C  -2.8803  -1.5450  1.3358
C  -2.5883  -2.4074  0.1059
H  -2.5404  -3.9971  1.3027
H  4.5821  1.6771  -5.2951
H  -5.9510  1.2591  5.0080
H  -1.8102  0.6822  5.8107
H  -5.9458  -0.7255  3.4256
H  -1.8318  -1.4759  4.4709
H  4.1454  -1.3504  -1.3658
H  2.0967  -2.3740  -0.3284
H  -0.3476  -0.3584  -3.2275
H  -0.1866  -3.0251  -0.6083
H  -4.3253  -2.0091  -1.1893
H  -3.6356  -3.6292  -1.3391
H  -4.6471  -3.2454  0.0887
H  -3.4795  -0.6423  1.0308
H  -1.9196  -1.2185  1.7981


Number 1: maximum force 0.6 eV/A. Number 2: maximum force 0.2 eV/A. Number 3: maximum force 8.6 eV/A. Number 4: maximum force 3.6 eV/A.